Entry 1:
The following is a DFT calculation (wB97M-V/def2-TZVPD) of C43H48N2O3P2Pt as an isolated structure.

## Properties
⟨S²⟩: 2.02
Charge: 0
LUMO (spin up / spin down): -0.95 / -1.31 eV
Multiplicity: 3
HOMO-LUMO gap (spin up / spin down): 5.35 / 5.81 eV

Structure (XYZ):
```
99
Properties=species:S:1:pos:R:3:forces:R:3
Pt 0.1165 -1.3051 -1.0125 -0.3932 0.3895 3.4201
C 0.6076 -2.8746 -4.0201 1.5215 0.7249 -0.6755
C -0.7146 -2.3835 -4.2336 -1.6505 0.9442 -2.3619
C -1.6945 -3.4816 -4.8436 0.0564 0.7159 0.1588
C -1.8496 -4.8194 -4.1016 -0.5500 -0.0170 -0.1959
C -1.4745 -4.7080 -2.6668 0.2056 -1.5577 0.3860
C -0.2477 -4.7276 -2.1454 -0.5554 -1.8625 0.3291
C 1.0480 -4.9798 -2.8336 0.3386 0.2451 -0.3047
C 1.1389 -4.2345 -4.1838 0.6003 -0.7157 0.2303
C 0.4767 -1.1046 1.1111 -0.0537 0.1865 0.8415
H 1.3997 -2.1416 -3.9576 -0.2672 -0.1133 0.1636
H -0.7752 -1.6129 -5.0670 0.6289 -0.7465 0.1534
H -1.2823 -3.7059 -5.8454 -0.2049 0.3472 0.3518
H -2.7007 -3.0651 -4.9945 0.3506 0.1440 -0.0287
H -2.9129 -5.1113 -4.1317 0.3157 0.1329 -0.0750
H -1.3370 -5.6490 -4.6229 0.1302 0.4721 0.3314
H -2.3284 -4.8297 -1.9989 0.3939 0.2702 0.0041
H -0.1755 -4.9753 -1.0866 -0.2842 0.4550 -0.5529
H 1.2220 -6.0662 -2.9350 -0.1378 0.2573 -0.0564
H 1.8496 -4.6174 -2.1753 -0.0798 0.0124 -0.1942
H 2.2056 -4.1477 -4.4326 -0.2228 -0.0522 -0.0818
H 0.6912 -4.8051 -4.9973 -0.2462 -0.0817 0.0263
H 1.4002 -0.5086 1.0948 -0.1423 -0.1726 -0.1440
H 0.6135 -1.9946 1.7479 0.0735 0.7707 0.0218
H -0.3653 -0.4921 1.4623 0.3843 -0.3190 0.1130
P -1.0160 -0.8878 -2.9670 1.1099 -0.3844 0.1406
P -0.9516 -3.0019 0.2467 1.4245 2.2902 -0.7671
C -2.3554 -1.9188 -2.1387 -0.2917 -0.1131 0.9313
C -2.3469 -2.6467 -0.9922 -0.9918 -1.0265 -0.7597
C -2.0039 0.6644 -3.3525 -0.8121 -0.6093 0.2986
C -3.3961 0.5765 -3.5411 0.3002 0.3898 -0.0659
C -4.1493 1.7095 -3.8587 -0.0044 -0.0503 -0.0323
C -3.5315 2.9567 -3.9556 -0.0546 0.0487 0.0691
C -2.1711 3.0751 -3.6622 -0.0792 0.0888 -0.0610
C -1.4199 1.9427 -3.3600 0.3900 -0.1138 -0.1985
C 0.6726 -0.0290 -3.7048 -0.3001 0.3974 -0.3658
C 1.8709 -0.1846 -3.0141 0.4268 -0.5660 -0.1359
C 3.1048 -0.2155 -3.6816 -0.4811 0.4579 -0.0987
C 3.1272 0.0904 -5.0441 -0.0085 0.0621 0.0309
C 1.9520 0.4703 -5.7078 -0.2130 -0.0041 0.3684
C 0.7241 0.4289 -5.0333 0.5677 -0.2797 0.0333
C -1.9475 -3.0884 1.7968 -0.3276 0.3115 -0.0102
C -3.0449 -2.2081 1.9010 0.0620 -0.1186 -0.2146
C -3.9256 -2.2911 2.9764 0.0321 -0.0608 0.0598
C -3.7454 -3.2731 3.9538 0.0149 -0.0658 -0.0404
C -2.6734 -4.1664 3.8581 -0.2487 0.2215 0.0105
C -1.7735 -4.0654 2.8030 0.2504 0.1379 -0.2813
C 0.5444 -4.1186 0.7283 -0.2700 -1.5485 -0.8708
C 1.8595 -3.6700 0.4586 -0.4617 0.2980 -0.0198
C 2.9471 -4.5367 0.5445 -0.1108 -0.1189 0.2388
C 2.7508 -5.8655 0.9235 0.1997 -0.0291 -0.2026
C 1.4640 -6.3522 1.1596 0.0750 0.1450 0.1304
C 0.3732 -5.4883 1.0649 0.0367 0.3468 -0.1573
H -3.2231 -1.9799 -2.8107 -0.2793 -0.1710 0.8498
H -3.2800 -3.1405 -0.7057 0.1225 -0.1580 -0.1410
H -3.9026 -0.3727 -3.4173 -0.0076 0.2015 -0.1918
H -5.2263 1.6032 -4.0258 0.4242 0.0955 0.0377
H -4.1091 3.8457 -4.2383 0.2273 -0.4186 0.1952
H -1.6868 4.0612 -3.6621 -0.2603 -0.5375 0.0054
H -0.3456 2.0656 -3.1680 -0.5601 -0.1610 -0.0627
H 1.8780 -0.3526 -1.9250 0.0886 -0.1133 -0.5217
H 4.0129 -0.4768 -3.1295 -0.2836 0.2341 -0.2673
H 4.0692 0.0853 -5.5871 -0.1280 -0.0444 0.0618
H 1.9792 0.7884 -6.7514 0.0794 -0.0736 0.2802
H -0.1817 0.7640 -5.5460 0.1762 -0.3472 0.0645
H -3.2167 -1.4635 1.1162 0.1620 -0.2262 0.3778
H -4.7672 -1.5907 3.0281 0.3661 -0.3268 0.0457
H -4.4521 -3.3573 4.7828 0.2357 0.0404 -0.2615
H -2.5398 -4.9612 4.5986 -0.0514 0.3704 -0.2333
H -0.9482 -4.7787 2.7726 -0.3426 0.5126 0.0662
H 2.0363 -2.6176 0.1825 -0.1845 -0.7381 -0.0047
H 3.9538 -4.1744 0.2939 -0.5280 -0.1378 0.2404
H 3.6204 -6.5230 1.0023 -0.3557 0.1168 -0.0514
H 1.3073 -7.4111 1.3990 0.0588 0.5101 -0.0620
H -0.6297 -5.9068 1.2084 0.4229 0.2071 -0.2024
C 1.3362 5.5948 -0.2606 -0.0706 0.1920 -0.1447
C 1.3729 4.1668 -0.7602 0.0236 -0.5742 -0.0219
C 0.3931 3.2222 -0.0285 0.0511 0.0045 -0.9681
C 0.5729 3.2537 1.5052 -0.3649 -0.0161 0.1058
C 2.0052 2.9683 1.9459 0.1083 -0.0368 0.1478
C -1.0430 3.5242 -0.3908 -0.7323 0.8506 -0.3564
O -1.4584 4.5256 -0.9609 0.4597 -0.9412 0.8513
N -1.9158 2.5192 0.0255 -0.7392 -0.0665 0.0421
C -1.6509 1.1528 -0.1310 0.7789 0.1140 -0.1566
O -2.5237 0.3159 0.0890 0.7978 0.8605 -0.2952
N -0.3702 0.8758 -0.5775 -0.0349 -0.0746 0.0031
C 0.6479 1.7839 -0.5150 1.3233 -0.5734 0.0630
O 1.8268 1.4655 -0.7690 -1.6718 0.2700 0.3852
H 0.3121 5.9711 -0.2858 0.1656 0.1317 0.1075
H 1.9465 6.2114 -0.9238 -0.0187 0.0900 0.1277
H 1.7453 5.6764 0.7511 -0.1004 0.0593 -0.1026
H 1.1461 4.1170 -1.8399 0.0754 0.0921 0.3697
H 2.3793 3.7456 -0.6329 -0.3137 0.0866 -0.1221
H 0.2370 4.2422 1.8578 0.0611 -0.3334 0.0153
H -0.1005 2.4977 1.9402 0.1428 0.2928 -0.0784
H 2.6260 3.8732 1.9642 -0.1303 -0.2106 -0.0897
H 1.9822 2.5585 2.9606 0.1444 0.0689 -0.1124
H 2.4698 2.2340 1.2760 -0.0297 0.1766 0.2767
H -2.9107 2.7220 0.0491 0.2458 0.1659 -0.1620
```
Forces are in eV/Å.



Entry 2:
The following is a DFT calculation (wB97M-V/def2-TZVPD) of a 3-piece molecular cluster, C28H59BrF3NO10P4S overall.

## Properties
SMILES: CCCCCC[C@@]1(P(C)C)C(=O)N[C@](Br)(CCOCC(F)(F)F)[C@H]1[PH2]=S.CCOP(=O)(OCC)OCC.CCOP(=O)(OCC)OCC
Charge: 0
LUMO: 0.27 eV
HOMO-LUMO gap: 8.40 eV

Structure (XYZ):
```
107
Properties=species:S:1:pos:R:3:forces:R:3
C 6.7904 4.4831 -0.4713 -0.3004 -0.4260 0.0931
C 5.6740 3.9218 -1.3528 -0.0632 0.7861 0.0463
C 6.0385 3.9532 -2.8348 -0.4508 -0.7468 0.0811
C 5.0942 3.1566 -3.7571 0.3535 0.2523 0.1140
C 3.6360 3.6489 -3.7395 0.4209 -0.0579 -0.2078
C 2.5541 2.5785 -3.9645 0.1228 0.2086 0.5776
C 1.8418 2.0035 -2.6943 -0.7386 -0.5926 -0.5360
P 3.1522 1.1692 -1.6615 1.0186 1.0422 0.4908
C 2.4849 0.7639 0.0111 0.0216 -0.4555 -0.2406
C 3.4957 -0.4506 -2.4509 -0.4852 0.0595 -0.1906
C 1.1492 3.1906 -2.0338 -0.0127 0.1200 0.5501
O 1.6371 4.0413 -1.3290 0.1832 -0.0300 -0.3686
N -0.2112 3.1310 -2.3464 0.5458 -0.2659 0.6204
C -0.5860 1.7409 -2.2949 -0.9272 0.7607 -0.8257
Br -2.3728 1.6929 -3.2327 0.1046 -0.0600 -0.0482
C -0.8916 1.1711 -0.8894 0.5687 -0.2413 -0.0483
C -0.7512 2.1498 0.2536 -0.4159 -0.1601 0.0099
O -1.8378 3.0844 0.1977 0.6637 -0.0657 0.4637
C -1.7114 3.9873 1.2737 -0.3550 0.0843 -0.3501
C -0.9053 5.2361 0.9208 -0.1856 0.5039 0.5347
F -1.0722 5.6086 -0.3599 0.2633 -0.1664 0.3110
F 0.4090 5.1038 1.1887 -0.4011 -0.0186 -0.4091
F -1.3477 6.2610 1.6989 0.1832 -0.2692 -0.2863
C 0.5911 1.1028 -3.0725 -0.5008 -0.3241 0.0786
P 0.3000 0.7871 -4.8742 0.9667 -0.7565 -0.3891
S 1.5855 -0.4834 -5.6267 -0.0201 0.0070 0.0355
H 7.0141 5.5233 -0.7044 0.1053 0.0060 -0.0793
H 6.4808 4.4284 0.5734 0.0863 0.1043 0.0600
H 7.6887 3.8722 -0.5743 0.1436 0.1509 -0.0267
H 4.7926 4.5526 -1.2024 -0.1195 -0.1526 0.0855
H 5.3932 2.9265 -1.0143 0.0920 -0.1150 -0.1693
H 7.0218 3.4857 -2.9349 0.1856 0.3519 -0.1781
H 6.0557 4.9876 -3.1864 0.3276 0.0498 0.0546
H 5.5069 3.2811 -4.7619 -0.1478 -0.2218 -0.1204
H 5.1869 2.0970 -3.5118 -0.1915 -0.0283 0.0654
H 3.5413 4.3476 -4.5737 -0.0731 0.1302 0.0779
H 3.4695 4.2324 -2.8368 -0.2650 -0.1360 0.0658
H 1.7656 3.0592 -4.5436 0.0024 -0.1832 -0.2203
H 2.9777 1.7384 -4.5156 -0.1113 0.0627 -0.2360
H 3.2935 0.9585 0.7137 -0.0005 0.0615 0.0253
H 2.2398 -0.2965 0.1023 -0.2522 0.0341 0.0256
H 1.6439 1.3807 0.3029 -0.0159 0.0315 0.0124
H 4.5765 -0.5587 -2.5054 0.0272 -0.1064 0.0671
H 3.1097 -0.4651 -3.4732 0.0280 -0.0321 -0.0185
H 3.0653 -1.2981 -1.9153 -0.0026 0.0040 0.0510
H -0.8091 3.7915 -1.8626 0.0495 0.0026 0.1000
H -0.2208 0.3269 -0.7109 0.0927 0.0562 0.0657
H -1.8943 0.7571 -0.8506 -0.0658 0.0286 -0.0304
H -0.8271 1.5824 1.1891 0.0013 -0.0139 0.0210
H 0.1933 2.6943 0.2869 0.0430 -0.0145 -0.2266
H -1.2309 3.5287 2.1408 -0.0752 -0.0249 0.0591
H -2.7146 4.3029 1.5485 0.0116 0.1588 0.0113
H 0.7048 0.0662 -2.7421 0.2058 0.0284 0.0926
H 0.3278 1.9920 -5.5820 -0.5044 0.1644 0.2246
H -0.9841 0.2622 -4.9899 -0.1437 0.3138 0.1321
C 1.7432 -3.9972 -2.9855 -0.0187 -0.1512 -0.0099
C 0.5693 -3.8608 -2.0360 0.0100 0.3982 -0.2426
O 0.3504 -5.0282 -1.2314 0.5236 -0.0133 -0.1921
P 1.3278 -5.2920 0.0087 -3.6208 -1.0921 1.2063
O 1.5946 -4.0677 0.7678 1.8325 0.0418 -0.6447
O 0.3398 -6.2057 0.9059 0.2436 -0.0905 -0.3020
C 0.1227 -5.9272 2.2898 -0.1210 0.0894 0.2776
C -1.1754 -5.1725 2.4956 -0.1454 -0.0809 -0.1113
O 2.3048 -6.4239 -0.4745 1.0161 1.0134 -0.0697
C 1.8114 -7.6222 -1.1140 0.1297 -0.4704 -0.2014
C 2.0054 -7.5787 -2.6133 -0.1456 0.2393 -0.0801
H 2.6480 -4.3134 -2.4613 0.0114 0.1257 0.0424
H 1.9319 -3.0389 -3.4722 0.0072 -0.0139 -0.0233
H 1.5398 -4.7379 -3.7586 -0.0158 0.0170 -0.0156
H 0.7072 -2.9938 -1.3848 0.0202 -0.0918 0.1162
H -0.3505 -3.7015 -2.5977 -0.0459 -0.1117 0.0492
H 0.9630 -5.3754 2.7094 0.0282 0.0787 -0.1407
H 0.0813 -6.8919 2.7981 0.0126 -0.0346 -0.0769
H -1.2538 -4.3386 1.7983 0.1222 0.0707 0.0607
H -1.2405 -4.7881 3.5144 0.0127 -0.0166 0.0068
H -2.0311 -5.8263 2.3211 -0.0027 0.0149 -0.0071
H 0.7705 -7.8026 -0.8559 -0.0339 0.1786 0.1076
H 2.3974 -8.4355 -0.6881 0.0657 0.1014 0.1067
H 1.2353 -6.9749 -3.0911 0.0112 0.0363 0.0199
H 1.9362 -8.5869 -3.0227 0.0403 -0.0197 0.0361
H 2.9756 -7.1538 -2.8698 0.0565 -0.1123 0.0304
C -7.1296 -0.5604 6.4572 0.2051 0.0233 0.0391
C -7.1218 0.6152 5.4985 -0.3886 -0.0187 0.1564
O -5.8615 0.7780 4.8291 -0.0136 -0.5087 0.2242
P -5.4886 -0.2105 3.6269 1.3342 3.5602 -1.0578
O -6.6164 -0.4326 2.7219 -0.1696 -1.8344 0.6224
O -4.4345 0.7432 2.8501 0.1357 -0.2516 0.3096
C -4.5370 0.9648 1.4423 -0.1026 0.1365 -0.2553
C -5.2066 2.2922 1.1573 0.0232 0.1729 0.0252
O -4.4566 -1.2275 4.2397 -1.0403 -0.9663 -0.0419
C -3.3260 -0.7791 5.0172 0.4341 -0.1571 0.2368
C -3.5517 -0.9688 6.5007 -0.2367 0.1557 0.0542
H -6.7964 -1.4760 5.9645 -0.1198 -0.0151 -0.0415
H -8.1347 -0.7204 6.8475 -0.0163 0.0061 -0.0370
H -6.4619 -0.3822 7.3000 -0.0108 0.0059 0.0104
H -7.9186 0.5108 4.7603 0.1179 -0.0310 -0.1170
H -7.2988 1.5443 6.0386 0.1158 0.0403 -0.0393
H -5.0631 0.1435 0.9572 -0.1261 -0.0069 0.1320
H -3.5196 0.9744 1.0454 0.0410 -0.0050 0.1163
H -6.1145 2.4211 1.7459 -0.0573 -0.1935 -0.0373
H -5.4625 2.3782 0.1005 0.0506 -0.0044 -0.0092
H -4.5373 3.1134 1.4138 -0.0196 0.0174 -0.0160
H -3.0777 0.2543 4.7860 -0.1608 0.0402 -0.1234
H -2.4903 -1.3961 4.6889 -0.0860 -0.0584 -0.1165
H -4.1780 -0.1756 6.9062 -0.0318 -0.0100 -0.0233
H -2.5965 -0.9367 7.0257 0.0226 -0.0417 -0.0341
H -4.0395 -1.9220 6.7027 0.1125 -0.0608 -0.0175
```
Forces are in eV/Å.